Computed, not measured: an isolated molecule of C4H6N2 at a distorted geometry, with ωB97M-V with the def2-TZVPD basis set.

Geometry as XYZ:
```
12
Properties=species:S:1:pos:R:3:forces:R:3
N -1.989712 1.648572 1.636058 0.6 -0.8 -0.1
H 1.897020 -1.181553 -0.181130 -0.2 0.1 0.0
H 0.323331 2.241592 -0.355043 -0.1 0.0 -0.4
H 0.932056 -1.561214 -1.617791 0.2 0.1 0.0
H 1.995912 -0.134389 -1.603156 -0.2 0.0 0.1
N -0.929096 -0.671500 0.694548 1.6 0.8 -1.1
C -0.136310 1.287677 -0.149765 -0.9 0.4 2.1
C 1.315672 -0.745903 -0.997967 -0.2 -0.2 -0.8
H -1.912131 -0.916419 0.581077 0.5 -0.4 -0.8
C -1.173530 1.086426 0.983410 0.3 2.5 -1.5
H -0.532804 -1.135454 1.512237 0.1 0.0 -0.4
C 0.209593 0.082165 -0.502477 -1.8 -2.3 2.8
```
Positions in Å, forces in eV/Å.

The charge is 0. For the LUMO energy, the calculation gives 0.46 eV. Its highest occupied orbital energy is -7.89 eV. For the frontier orbital gap, the calculation gives 8.35 eV. As for the spin multiplicity: 1. The calculation puts the total energy at -7221.081 eV.